Record 1
78
Properties=species:S:1:pos:R:3:forces:R:3 method="wB97M-V/def2-TZVPD" max_force_ev_per_a=0.85 e_tot_ev=-43046.6615 e_homo_ev=-9.29 smiles="CC(C)(O)CC[C@@H](O)[C@](C)(O)[C@H]1CC[C@@]2(O)C3=CC(=O)[C@@H]4C[C@@H](O)[C@@H](O)C[C@]4(C)[C@H]3CC[C@]12C" de_lowest_ev=0.2017 homo_lumo_gap_ev=9.7
C -5.661586 -3.733521 0.322289 0.13 0.37 0.06
H -6.547998 -3.958533 -0.263779 -0.13 -0.07 -0.06
H -4.781834 -4.018980 -0.249725 0.07 -0.02 -0.07
H -5.690334 -4.327365 1.235215 -0.03 -0.08 0.10
C -5.603283 -2.236279 0.652941 -0.72 -0.35 -0.29
C -6.781496 -1.872627 1.566844 0.35 0.03 -0.18
H -6.755479 -0.816864 1.823064 -0.02 0.11 0.04
H -6.734577 -2.448246 2.490422 -0.01 -0.06 0.09
H -7.724169 -2.089910 1.072976 -0.15 -0.04 -0.03
C -5.652860 -1.430714 -0.658532 0.21 0.04 0.37
H -6.665561 -1.510733 -1.055133 -0.01 -0.10 -0.03
H -4.969652 -1.886967 -1.376790 -0.09 -0.07 -0.07
C -5.263438 0.042317 -0.513732 0.30 -0.30 -0.12
H -5.569338 0.412992 0.460039 -0.10 0.13 0.07
H -5.762901 0.636025 -1.281719 -0.02 0.09 0.07
C -3.747344 0.211177 -0.685287 -0.26 0.57 0.40
H -3.251343 -0.462255 0.012344 0.02 0.13 0.00
O -3.357416 -0.195196 -1.975689 0.05 -0.10 -0.43
H -3.778181 0.419187 -2.591032 0.05 -0.01 -0.06
C -3.270407 1.662838 -0.419335 0.31 -0.49 0.11
C -3.709831 2.122345 0.973944 0.02 -0.04 -0.29
H -3.126601 2.966758 1.330995 0.05 0.06 0.08
H -4.749617 2.439015 0.922316 -0.06 -0.04 0.02
H -3.630015 1.312363 1.690134 0.02 -0.08 0.18
O -3.945339 2.448268 -1.409222 -0.12 0.11 -0.16
H -3.741770 3.375299 -1.251486 0.00 0.03 -0.06
C -1.751522 1.784546 -0.733086 -0.12 -0.04 -0.07
H -1.702304 1.482517 -1.786450 0.00 0.07 0.13
C -0.691830 0.927229 0.002177 0.02 -0.12 -0.32
C -0.495065 -0.495476 -0.523903 0.01 -0.02 0.05
H -1.376268 -1.108182 -0.346042 -0.06 -0.05 -0.02
C 0.705747 -1.152049 0.157348 -0.01 0.12 -0.20
H 0.468035 -1.303608 1.207749 0.04 -0.10 0.07
H 0.862961 -2.132665 -0.293049 0.01 -0.08 0.09
C 2.008035 -0.337313 0.019405 0.18 -0.24 0.02
C 1.799383 1.113272 0.353198 0.25 0.25 -0.11
C 2.652526 1.843151 1.077395 -0.56 0.22 -0.05
C 3.922766 1.317715 1.563256 0.41 -0.56 0.02
O 4.615282 1.885720 2.380903 -0.05 0.10 -0.02
C 4.360277 0.033276 0.883558 0.05 0.10 -0.06
C 4.952016 0.379804 -0.490042 0.23 -0.27 0.02
H 4.204062 0.878839 -1.106122 -0.04 0.05 -0.07
C 5.447335 -0.872872 -1.214508 -0.64 0.23 -0.43
O 6.599792 -1.433369 -0.618006 0.26 -0.16 0.34
H 6.455823 -1.486159 0.334148 0.09 -0.02 -0.02
C 4.339155 -1.942546 -1.310127 0.17 0.24 0.30
O 4.869662 -3.122508 -1.864342 0.17 -0.30 -0.15
H 5.782773 -3.194527 -1.548082 -0.13 0.02 0.00
C 3.718466 -2.222490 0.067956 -0.03 0.25 -0.35
H 2.917409 -2.950507 -0.062496 0.01 -0.09 0.05
H 4.477909 -2.698931 0.695368 0.02 -0.05 0.05
C 3.196099 -0.967737 0.785977 0.13 -0.19 0.18
C 2.799970 -1.354367 2.218448 0.04 0.06 -0.23
H 2.299061 -0.527561 2.716916 -0.12 0.06 0.15
H 3.687426 -1.601206 2.798303 0.10 -0.02 0.04
H 2.148751 -2.223892 2.226982 -0.11 -0.06 0.04
H 3.568641 -1.603508 -2.009733 0.07 0.08 0.07
H 5.767695 -0.611614 -2.229553 -0.10 -0.03 0.11
H 5.792813 1.064561 -0.356336 -0.04 0.04 -0.06
H 5.153052 -0.400553 1.506217 -0.10 0.05 0.07
H 2.458475 2.880316 1.306301 -0.05 0.16 -0.02
C 0.608611 1.704117 -0.357403 -0.21 0.42 0.65
C 0.219721 3.159169 -0.090873 0.15 -0.15 -0.08
H 0.260910 3.375655 0.974344 0.01 0.03 0.06
H 0.887662 3.846440 -0.609269 0.08 -0.01 0.08
C -1.225398 3.242150 -0.615378 -0.03 -0.01 -0.02
H -1.832273 3.841619 0.062934 -0.04 0.07 -0.04
H -1.253613 3.737411 -1.588131 -0.06 0.04 0.03
O 0.960024 1.559128 -1.730582 -0.02 -0.01 -0.31
H 0.269428 1.964947 -2.264428 -0.01 -0.01 -0.08
H 2.244327 -0.333154 -1.050318 -0.01 -0.01 0.02
H -0.332611 -0.459592 -1.601748 -0.10 -0.03 0.01
C -0.885254 0.918440 1.519915 0.12 0.06 -0.20
H -1.626526 0.172659 1.794638 -0.11 -0.09 0.10
H 0.048660 0.682221 2.023696 0.01 -0.06 0.15
H -1.214417 1.884559 1.883945 -0.05 0.13 0.14
O -4.377558 -1.940902 1.311904 0.29 0.09 0.15
H -4.316531 -2.506153 2.090029 0.01 0.03 -0.02



Record 2
79
Properties=species:S:1:pos:R:3:forces:R:3 method="wB97M-V/def2-TZVPD" max_force_ev_per_a=2.36 e_tot_ev=-91209.9741 e_homo_ev="-6.39 / -6.39" de_lowest_ev=0.0000 homo_lumo_gap_ev="6.1 / 6.1"
P 0.109006 -0.773891 -1.073755 0.01 0.22 -0.50
C 1.694819 -0.140433 -1.900990 -0.31 -0.36 0.35
C 1.987932 -0.503484 -3.364731 0.01 0.16 0.01
C 3.409776 -0.062907 -3.738609 -0.02 0.00 0.03
C 3.650544 1.427171 -3.473189 -0.08 -0.02 0.03
C 3.297340 1.811056 -2.032684 -0.11 -0.08 -0.01
C 1.876324 1.368427 -1.658937 0.12 -0.11 -0.07
C -1.325865 0.120435 -1.922584 0.37 -0.28 0.28
C -1.275592 0.297666 -3.443246 -0.15 0.11 0.05
C -2.607986 0.875737 -3.939602 0.04 0.02 0.01
C -2.964556 2.192526 -3.239084 0.07 -0.02 0.02
C -2.931568 2.058343 -1.712810 0.10 -0.05 -0.01
C -1.606346 1.462870 -1.219860 -0.12 -0.10 -0.10
C -0.031518 -2.464714 -1.861820 0.03 0.28 -0.30
C 1.166400 -3.338968 -1.438432 -0.19 -0.04 -0.02
C 1.070170 -4.763111 -1.999602 -0.06 0.07 0.00
C -0.258032 -5.435013 -1.638682 0.01 0.15 0.03
C -1.452325 -4.571700 -2.055819 0.08 0.10 0.01
C -1.365250 -3.143958 -1.497101 0.17 -0.09 0.02
H 2.447782 -0.666027 -1.279390 -0.08 0.26 -0.17
H 1.261828 -0.010334 -4.025358 0.23 -0.10 0.10
H 1.887859 -1.583581 -3.536434 0.02 0.23 0.05
H 3.605057 -0.297825 -4.791152 0.03 0.03 0.10
H 4.122376 -0.646833 -3.140153 -0.04 0.03 -0.07
H 4.697275 1.677565 -3.679738 -0.12 -0.01 -0.02
H 3.038707 2.022179 -4.164800 0.03 -0.06 0.05
H 4.005410 1.328774 -1.345226 -0.06 0.07 -0.05
H 3.393191 2.893159 -1.892323 0.06 -0.10 -0.01
H 1.677913 1.611807 -0.605459 -0.03 -0.06 -0.20
H 1.151025 1.926709 -2.271823 0.16 -0.11 0.11
H -2.179463 -0.549490 -1.705541 0.18 0.27 0.05
H -3.401549 0.143080 -3.740741 0.05 0.03 -0.05
H -1.073267 -0.658700 -3.947661 -0.03 0.21 0.10
H -0.458307 0.984840 -3.709802 -0.22 -0.10 0.06
H -2.566841 1.021470 -5.024760 -0.07 0.00 0.08
H -3.957124 2.528461 -3.560524 0.12 -0.01 0.00
H -2.251253 2.968712 -3.547600 -0.04 -0.07 0.02
H -3.098712 3.033183 -1.241173 -0.03 -0.10 -0.06
H -3.751793 1.400353 -1.394076 0.07 0.07 0.00
H -1.637412 1.316676 -0.131532 0.04 0.06 -0.25
H -0.785952 2.164630 -1.431423 -0.18 -0.10 0.06
H -0.006452 -2.301899 -2.955832 0.00 -0.33 0.27
H 2.119567 -2.889906 -1.752076 -0.25 -0.04 0.08
H 1.188052 -3.387029 -0.339175 0.00 0.03 -0.11
H 1.168514 -4.726223 -3.093047 0.00 0.00 0.09
H 1.909273 -5.356671 -1.621086 -0.06 0.01 -0.08
H -0.294968 -5.598898 -0.553510 0.01 0.02 -0.07
H -0.321727 -6.419755 -2.113721 0.00 0.07 0.07
H -2.387417 -5.033638 -1.721724 0.07 0.00 -0.08
H -1.490394 -4.520878 -3.152353 -0.01 -0.01 0.08
H -2.216900 -2.560990 -1.873823 0.22 -0.13 0.09
H -1.459014 -3.171907 -0.400746 0.00 0.01 -0.12
Ti 0.176217 0.187221 3.342717 -0.41 1.82 1.43
Cl -1.625929 -0.324547 2.156929 -0.68 -0.26 -0.15
Cl 2.060025 0.309535 2.180275 0.59 0.06 -0.28
C -0.283030 1.782325 4.361096 0.38 -1.64 -0.96
H -0.611418 1.705910 5.405071 0.11 0.03 -0.11
C -0.445815 3.076789 3.747968 -0.20 1.29 -0.22
C -1.169459 4.130660 4.395981 0.43 -0.67 -0.41
C -1.299964 5.377668 3.804582 0.14 0.09 -0.34
C -0.724529 5.638901 2.547898 -0.01 -0.32 0.22
C -0.015563 4.624703 1.893737 -0.18 0.03 0.19
C 0.122467 3.367427 2.478585 -0.17 -0.05 0.41
H -1.615956 3.920630 5.372527 0.14 0.15 -0.29
H -1.849482 6.168119 4.319854 0.14 -0.22 -0.14
H 0.443997 4.818320 0.923275 -0.13 -0.04 0.24
H 0.711863 2.583995 1.985030 -0.21 0.48 0.08
H -0.825562 6.623300 2.092333 0.03 -0.24 0.11
C 1.490899 -2.163099 7.101360 0.05 -0.17 0.20
N 0.076913 -1.812757 6.974167 -0.19 -0.04 0.33
C -0.452474 -1.189095 5.928520 0.14 0.67 -1.66
N -1.740355 -0.787765 5.963634 0.42 -0.48 0.40
O 0.265766 -0.965366 4.874363 -0.81 -0.86 1.76
H 2.050682 -1.835643 6.223725 -0.29 -0.01 0.12
H 1.587659 -3.247431 7.209148 0.04 0.17 -0.07
H 1.908524 -1.681234 7.991490 -0.07 -0.05 -0.19
H -0.544730 -2.008867 7.756017 0.43 0.10 -0.33
H -2.162989 -0.350360 5.151390 0.21 -0.07 0.08
H -2.306323 -1.006378 6.773656 0.04 0.19 -0.36